Formula: C12H32Cl2N4OP2
Source: the OMol25 dataset
Level of theory: ωB97M-V/def2-TZVPD

```
53
Properties=species:S:1:pos:R:3:forces:R:3
C -6.3440 -0.2121 2.0709 0.67 -0.63 -0.46
C -4.9198 0.3096 2.0808 -0.90 -0.44 0.14
Cl -3.6335 -0.8656 2.3036 -0.28 -0.02 0.04
C -4.6037 1.5786 1.9346 0.00 0.61 0.04
Cl -5.9514 2.7234 1.7647 0.60 -0.26 0.03
P -2.8489 2.3488 1.8892 1.12 1.00 -0.32
C -1.1420 3.1801 1.7447 -0.53 0.79 -0.03
C -0.6640 3.4510 0.2925 0.31 -0.80 0.09
C -1.0116 2.3670 -0.7514 0.39 -0.06 -0.29
N -2.2687 2.6119 -1.4787 -0.17 -0.15 0.08
H -6.9262 0.1632 2.9149 0.08 0.00 -0.14
H -6.3325 -1.3065 2.0719 -0.07 0.19 0.19
H -6.7992 0.0938 1.1224 -0.14 0.09 0.30
H -3.3903 3.3901 1.0621 -0.14 -0.23 0.23
H -2.8482 2.5521 3.2991 -0.19 -0.21 -0.19
H -2.2938 1.1544 1.3693 -0.47 -0.06 0.09
H -1.2713 4.1654 2.2304 0.09 -0.27 0.04
H -0.4101 2.6316 2.3556 -0.07 -0.08 -0.33
H 0.4337 3.4932 0.3212 -0.21 0.11 -0.01
H -0.9971 4.4201 -0.0991 -0.13 -0.18 0.20
H -0.9593 1.3470 -0.3352 0.09 0.32 0.16
H -0.2142 2.3942 -1.5080 -0.24 -0.02 0.10
H -2.4530 1.8207 -2.0918 0.08 0.17 -0.01
H -3.0735 2.6483 -0.8598 0.14 0.07 0.02
C 1.8930 -1.8337 -2.9848 0.37 -0.45 -0.02
N 1.8630 -0.7671 -2.0041 0.20 0.55 -0.32
C 2.0854 0.5338 -2.6343 -0.11 0.36 0.32
P 2.3178 -0.8540 -0.3368 -5.39 -4.29 -2.66
O 1.3491 0.1920 0.1712 3.37 1.51 0.97
N 1.5619 -2.2050 0.4256 -0.06 -0.03 0.37
C 1.1487 -3.4094 -0.2685 0.51 -0.33 -0.08
C 0.6110 -1.9150 1.4915 -0.09 0.33 0.08
N 3.7302 -1.8481 -0.6574 1.36 2.34 1.91
C 4.3629 -2.3844 0.5774 -0.04 -0.46 0.21
C 4.8150 -1.1073 -1.3477 -0.09 0.06 -0.65
H 2.9054 -2.1370 -3.2873 0.01 -0.03 -0.01
H 1.3707 -1.5215 -3.8917 0.04 0.26 0.09
H 1.3604 -2.7212 -2.6551 0.15 0.04 0.18
H 3.1487 0.7305 -2.8292 -0.03 0.04 -0.17
H 1.7133 1.3405 -2.0015 0.06 -0.12 0.10
H 1.5518 0.6112 -3.5827 -0.03 -0.18 0.02
H 0.2379 -3.2478 -0.8588 0.00 -0.05 -0.03
H 0.9401 -4.2085 0.4492 -0.07 0.13 0.11
H 1.9384 -3.8034 -0.9088 -0.02 0.19 -0.10
H -0.3580 -1.5906 1.0923 -0.05 0.05 0.10
H 0.9907 -1.1418 2.1549 -0.09 0.09 -0.12
H 0.4441 -2.7987 2.1138 0.11 -0.15 -0.21
H 4.6718 -1.5829 1.2545 0.15 -0.05 0.00
H 5.2410 -2.9770 0.3151 0.03 0.18 -0.18
H 3.6992 -3.0493 1.1206 -0.21 0.15 -0.11
H 5.0849 -0.1894 -0.8190 0.16 -0.05 0.00
H 4.5391 -0.8451 -2.3682 -0.22 0.02 0.07
H 5.7052 -1.7299 -1.4340 -0.08 -0.08 0.16
```
Positions in Å, forces in eV/Å.

The calculation puts the orbital gap at 8.22 eV. As for the total charge: 0. Its multiplicity is 1. The calculation puts the highest occupied orbital energy at -8.29 eV.